Below is a 14-piece molecular cluster, C56H154N14O14 overall at a distorted geometry, with properties calculated with the ωB97M-V functional and the def2-TZVPD basis.

Properties
* orbital gap: 0.3345 Eh
* E_tot: -110088.679 eV
* lowest unoccupied orbital energy: 0.59 eV
* ΔE to the lowest compared entry with this formula, charge and spin: 185.13 kJ/mol

Geometry (Å):
C (-0.44014, 2.25265, 3.87227)
C (0.17970, 1.12385, 4.74766)
C (0.01044, 1.40505, 6.20061)
O (0.92296, 2.39699, 6.60081)
C (0.62703, 2.86797, 7.96597)
N (-0.52233, -0.13231, 4.47122)
H (-1.50011, 2.42299, 4.17168)
H (-0.36283, 1.95657, 2.82449)
H (0.13095, 3.16658, 4.02678)
H (1.22376, 1.04402, 4.48441)
H (0.18598, 0.52081, 6.83147)
H (-1.06131, 1.68190, 6.34641)
H (0.65863, 2.07038, 8.73945)
H (-0.40209, 3.27429, 7.92089)
H (1.24844, 3.71567, 8.20055)
H (-0.12211, -0.90728, 4.95084)
H (-0.47808, -0.30312, 3.45889)
C (-0.88192, 1.83030, -2.67824)
C (-1.38387, 3.16408, -3.13379)
C (-1.26721, 3.36835, -4.61381)
O (0.04321, 3.10733, -5.10315)
C (1.01848, 4.03150, -4.84161)
N (-2.72033, 3.40946, -2.56362)
H (-1.02951, 1.69181, -1.59320)
H (0.17708, 1.67400, -2.86511)
H (-1.39948, 1.00401, -3.12986)
H (-0.73381, 3.95427, -2.69511)
H (-1.50064, 4.37407, -4.94521)
H (-1.89780, 2.66439, -5.18319)
H (0.98579, 4.89413, -5.49972)
H (1.95771, 3.48993, -4.97640)
H (1.05186, 4.31515, -3.76032)
H (-3.22419, 4.22324, -2.91427)
H (-3.31535, 2.60343, -2.72005)
C (4.86211, -5.49203, -0.69365)
C (3.76341, -4.50093, -0.29203)
C (2.44941, -5.12546, -0.58417)
O (2.13604, -5.13900, -1.93660)
C (0.88645, -5.75009, -2.14646)
N (3.69312, -4.18473, 1.19712)
H (5.80866, -4.95839, -0.67042)
H (4.71020, -5.98657, -1.69212)
H (4.98705, -6.23142, 0.13305)
H (3.94461, -3.55990, -0.82905)
H (1.74817, -4.58491, 0.04768)
H (2.40034, -6.15380, -0.20833)
H (0.96845, -6.81786, -1.94818)
H (0.47262, -5.61567, -3.14951)
H (0.14378, -5.32911, -1.41940)
H (4.43463, -3.49642, 1.40610)
H (3.89986, -5.02946, 1.77235)
C (-2.77014, 8.02661, -0.00887)
C (-2.31344, 6.64942, -0.51894)
C (-0.79474, 6.51993, -0.38219)
O (-0.31939, 5.27990, -0.82693)
C (-0.17417, 4.21796, 0.15591)
N (-3.09126, 5.58906, 0.11418)
H (-3.87131, 8.07382, -0.06070)
H (-2.27877, 8.81212, -0.62279)
H (-2.49549, 8.24904, 1.04198)
H (-2.53559, 6.56948, -1.57747)
H (-0.49747, 6.68332, 0.67482)
H (-0.30759, 7.22215, -1.07474)
H (-0.24841, 3.26456, -0.37709)
H (-0.88764, 4.37322, 0.95217)
H (0.83031, 4.30743, 0.59269)
H (-2.87064, 4.71542, -0.31359)
H (-2.99187, 5.62233, 1.11851)
C (-3.05079, -1.82385, 6.17719)
C (-3.96176, -0.78517, 5.55922)
C (-5.01785, -1.46184, 4.65913)
O (-4.46211, -1.70889, 3.40870)
C (-5.24062, -2.53841, 2.61046)
N (-4.65906, -0.06507, 6.64925)
H (-2.55630, -2.46416, 5.44614)
H (-3.62343, -2.44678, 6.88575)
H (-2.27209, -1.30650, 6.75131)
H (-3.37278, -0.08542, 4.92135)
H (-5.93630, -0.85949, 4.51310)
H (-5.35270, -2.38227, 5.13564)
H (-6.26820, -2.18738, 2.29208)
H (-5.49001, -3.48123, 3.17342)
H (-4.63562, -2.72961, 1.73790)
H (-4.00710, 0.26350, 7.35973)
H (-5.12314, 0.80800, 6.37679)
C (6.54231, 7.00615, -5.08925)
C (6.33049, 6.00915, -3.93492)
C (5.74395, 4.72063, -4.43106)
O (5.69987, 3.66799, -3.49977)
C (4.57591, 3.73994, -2.64751)
N (7.42623, 5.90838, -3.07909)
H (5.78166, 6.80065, -5.87588)
H (7.50930, 6.90271, -5.54661)
H (6.35372, 8.02097, -4.72772)
H (5.52820, 6.42475, -3.31537)
H (6.27903, 4.34191, -5.29593)
H (4.67441, 4.90049, -4.73033)
H (4.37895, 2.68680, -2.39396)
H (3.69453, 4.08417, -3.20183)
H (4.73732, 4.34922, -1.75382)
H (7.23800, 5.52637, -2.16799)
H (8.26026, 5.43502, -3.46696)
C (-3.59622, 2.40249, 0.89635)
C (-4.46378, 2.29847, 2.16311)
C (-4.80663, 3.66269, 2.66203)
O (-3.58724, 4.30785, 3.11573)
C (-3.98600, 5.42734, 3.84348)
N (-5.71681, 1.67939, 1.86670)
H (-3.33157, 1.39442, 0.52411)
H (-2.65297, 2.93444, 1.08090)
H (-4.20403, 2.86788, 0.14105)
H (-3.85335, 1.75756, 2.91150)
H (-5.39373, 3.55462, 3.59747)
H (-5.33436, 4.36420, 2.00482)
H (-3.03714, 5.88440, 4.19504)
H (-4.56898, 5.28153, 4.76574)
H (-4.48736, 6.17074, 3.15278)
H (-6.13656, 1.32468, 2.72669)
H (-5.73182, 0.96447, 1.17153)
C (-2.75485, -5.06089, -1.35142)
C (-4.17680, -5.37906, -0.89526)
C (-4.50603, -6.83711, -1.11525)
O (-5.93163, -6.93990, -0.94083)
C (-6.44008, -8.25183, -1.09281)
N (-4.33628, -4.92748, 0.50238)
H (-2.07938, -5.72494, -0.79202)
H (-2.51486, -4.04321, -1.08167)
H (-2.53390, -5.18521, -2.40499)
H (-4.85372, -4.79576, -1.53869)
H (-3.97287, -7.48148, -0.37742)
H (-4.27174, -7.20082, -2.13437)
H (-5.92696, -8.88807, -0.35561)
H (-6.21573, -8.73999, -2.06886)
H (-7.53424, -8.25119, -0.91650)
H (-5.17679, -5.31652, 0.91196)
H (-3.55571, -5.22543, 1.07181)
C (0.70613, -5.90245, 2.97223)
C (0.02241, -4.50885, 2.76052)
C (-1.09967, -4.24832, 3.73011)
O (-2.19243, -5.15601, 3.44348)
C (-2.97443, -5.34426, 4.61610)
N (1.01142, -3.41219, 2.93888)
H (1.11603, -6.03060, 3.98423)
H (1.51898, -6.12182, 2.27354)
H (-0.17875, -6.56414, 2.89117)
H (-0.40763, -4.56522, 1.76075)
H (-1.39757, -3.19299, 3.72345)
H (-0.77127, -4.43568, 4.77845)
H (-3.46169, -4.39244, 4.82267)
H (-2.34157, -5.65500, 5.48065)
H (-3.70325, -6.13178, 4.45969)
H (0.68918, -2.59489, 2.41460)
H (1.94541, -3.69243, 2.58794)
C (5.11829, 3.16064, 2.01929)
C (4.01550, 2.10078, 2.01669)
C (4.01415, 1.27714, 3.29610)
O (3.12479, 0.15208, 3.07449)
C (3.12057, -0.83586, 4.12243)
N (2.73014, 2.76919, 1.83363)
H (4.97027, 3.89017, 2.79849)
H (5.02662, 3.72863, 1.09894)
H (6.13081, 2.73422, 2.00607)
H (4.18096, 1.41312, 1.20249)
H (3.69324, 1.88284, 4.16090)
H (5.02993, 0.88976, 3.42936)
H (2.60003, -1.69295, 3.70174)
H (2.52395, -0.51705, 4.94029)
H (4.12910, -1.10543, 4.33096)
H (2.73410, 3.53714, 2.50932)
H (1.96694, 2.18186, 2.14198)
C (7.27344, -0.48213, 0.94725)
C (5.98226, -0.54498, 0.18033)
C (6.17378, -1.14175, -1.23761)
O (7.10276, -0.42244, -2.00115)
C (6.58578, 0.73688, -2.54531)
N (4.99160, -1.39250, 0.81032)
H (7.19046, 0.11961, 1.85732)
H (8.09006, -0.10787, 0.34419)
H (7.57115, -1.48203, 1.31197)
H (5.51326, 0.44958, 0.07136)
H (5.26170, -1.25622, -1.80786)
H (6.58031, -2.14866, -1.05759)
H (5.58172, 0.40737, -2.88018)
H (7.09828, 1.01497, -3.46624)
H (6.49607, 1.58090, -1.86242)
H (4.63790, -1.00378, 1.68504)
H (4.12361, -1.49441, 0.28721)
C (2.37233, -0.32857, -6.53794)
C (1.25309, -0.93753, -5.68727)
C (1.64721, -0.89755, -4.22598)
O (0.61305, -1.25300, -3.32645)
C (0.37115, -2.68689, -3.41666)
N (-0.00819, -0.30969, -5.95468)
H (2.51884, 0.72263, -6.28983)
H (2.10573, -0.33354, -7.59007)
H (3.33886, -0.83761, -6.57093)
H (1.26652, -1.98937, -5.94538)
H (1.89723, 0.15019, -3.98809)
H (2.52057, -1.56371, -4.05693)
H (1.32152, -3.16569, -3.24920)
H (-0.06701, -3.01138, -4.36469)
H (-0.28044, -2.86385, -2.58976)
H (-0.41662, -0.32912, -5.02717)
H (0.03074, 0.69605, -6.14108)
C (-5.47699, -0.87410, -6.12208)
C (-4.01532, -1.18335, -6.09942)
C (-3.62540, -1.62246, -4.69355)
O (-3.70981, -0.47332, -3.78774)
C (-3.37933, -0.87216, -2.50218)
N (-3.67902, -2.30279, -6.98787)
H (-6.17515, -1.68305, -5.79274)
H (-5.79846, -0.58297, -7.13173)
H (-5.63895, 0.01882, -5.58762)
H (-3.44239, -0.27694, -6.30218)
H (-2.58813, -1.90156, -4.76892)
H (-4.23158, -2.50510, -4.41705)
H (-3.92808, -1.80550, -2.26038)
H (-3.69432, -0.09380, -1.80341)
H (-2.28860, -1.06236, -2.40483)
H (-4.14468, -2.18990, -7.87248)
H (-2.68349, -2.36982, -7.11652)
C (1.76822, 0.79493, -0.70007)
C (1.29818, -0.18530, 0.34539)
C (-0.23583, -0.23070, 0.36557)
O (-0.58246, -0.99285, 1.49789)
C (-1.97334, -1.14819, 1.67790)
N (1.87474, -1.49573, 0.03225)
H (2.83967, 0.68314, -0.80702)
H (1.41032, 1.79543, -0.55479)
H (1.33542, 0.48643, -1.64197)
H (1.64672, 0.22246, 1.29131)
H (-0.56650, -0.81606, -0.51539)
H (-0.65047, 0.78498, 0.39506)
H (-2.47067, -1.43582, 0.76209)
H (-2.45145, -0.24628, 2.08162)
H (-2.08811, -1.89665, 2.44941)
H (1.55402, -1.71875, -0.89694)
H (1.53750, -2.20722, 0.66254)

=====

Below is C24H24N5O4Pd as an isolated structure, with properties calculated with the ωB97M-V functional and the def2-TZVPD basis.

Properties
* orbital gap: 0.2884 Eh
* E_tot: -44402.593 eV
* net charge: -1
* lowest unoccupied orbital energy: 2.55 eV
* ΔE to the lowest compared entry with this formula, charge and spin: 12.94 kJ/mol

Geometry (Å):
Pd (-0.02048, -0.01459, 0.41453)
C (0.17305, -4.13314, 0.12221)
C (1.25223, -3.57609, -0.75788)
C (1.72763, -4.27824, -1.86124)
C (2.75858, -3.77659, -2.64007)
C (3.33970, -2.55975, -2.31428)
C (2.88560, -1.83059, -1.22128)
C (3.52149, -0.52360, -0.83800)
C (1.82899, -2.34072, -0.45992)
N (1.31775, -1.55522, 0.60370)
C (1.89433, -1.65837, 1.81096)
O (2.74185, -2.46291, 2.19377)
C (1.43151, -0.55079, 2.75054)
C (1.78887, -0.39759, 4.07718)
C (1.31123, 0.71475, 4.76243)
C (0.50093, 1.65036, 4.12503)
C (0.18516, 1.44227, 2.79611)
N (0.66532, 0.36840, 2.17423)
C (-0.69043, 2.34148, 1.92956)
O (-1.15653, 3.37800, 2.39606)
N (-0.80746, 1.85447, 0.68219)
C (-1.59081, 2.53142, -0.27754)
C (-0.94308, 3.19882, -1.32277)
C (0.55767, 3.27687, -1.34371)
C (-1.71127, 3.78961, -2.32027)
C (-3.09519, 3.71641, -2.28370)
C (-3.72367, 3.04100, -1.24839)
C (-2.98766, 2.43373, -0.23612)
C (-3.65542, 1.67268, 0.87185)
H (-0.06029, -5.15874, -0.16501)
H (-0.73544, -3.53405, 0.05951)
H (0.49443, -4.12378, 1.16469)
H (1.28309, -5.23726, -2.10247)
H (3.11442, -4.33727, -3.49619)
H (4.15617, -2.16776, -2.91096)
H (4.19758, -0.17639, -1.62020)
H (4.09511, -0.63445, 0.08605)
H (2.76540, 0.24232, -0.65294)
H (2.42281, -1.14485, 4.53324)
H (1.57038, 0.85361, 5.80455)
H (0.10704, 2.52524, 4.62257)
H (0.92710, 3.83945, -0.48386)
H (0.90795, 3.76287, -2.25466)
H (1.00710, 2.28278, -1.27461)
H (-1.21519, 4.31130, -3.13126)
H (-3.68362, 4.17812, -3.06719)
H (-4.80492, 2.96802, -1.22628)
H (-4.70615, 1.49898, 0.64114)
H (-3.58748, 2.23394, 1.80701)
H (-3.17274, 0.70499, 1.03118)
N (-0.82294, -0.35010, -1.48924)
N (-1.69083, -1.48606, -1.58900)
C (-2.60206, -1.73084, -0.44383)
O (-3.65310, -2.27227, -0.79591)
O (-2.16211, -1.41485, 0.67953)
H (-1.31563, 0.51352, -1.72528)
H (-0.07387, -0.47700, -2.16306)
H (-2.26213, -1.42157, -2.42270)

=====

Below is a 9-piece molecular cluster, C26H52FN3O19S5 overall at a distorted geometry, with properties calculated with the ωB97M-V functional and the def2-TZVPD basis.

Properties
* orbital gap: 0.3479 Eh
* E_tot: -128056.182 eV
* structure (SMILES): O=C1OC[C@@H](F)O1.C[N+](=O)[O-].C[N+](=O)[O-].C[N+](=O)[O-].O=S1(=O)CCCC1.O=S1(=O)CCCC1.O=S1(=O)CCCC1.O=S1(=O)CCCC1.O=S1(=O)CCCC1
* lowest unoccupied orbital energy: 0.01 eV

Geometry (Å):
O (0.25829, 4.44902, -0.66695)
C (1.27991, 3.84246, -0.44163)
O (1.29825, 2.56299, 0.07214)
C (2.56383, 2.40936, 0.72038)
C (3.31608, 3.60741, 0.28941)
F (4.15061, 3.07699, -0.58722)
O (2.46223, 4.50676, -0.28873)
H (2.55673, 2.17813, 1.78555)
H (3.03222, 1.47136, 0.42227)
H (3.91928, 4.07438, 1.06800)
C (-2.28882, -3.96330, -3.82962)
N (-1.99456, -2.65899, -3.13593)
O (-2.70730, -2.22429, -2.27788)
O (-1.11971, -1.86935, -3.61325)
H (-2.09831, -4.85748, -3.23612)
H (-1.66685, -3.81908, -4.71305)
H (-3.35529, -4.01063, -4.04986)
C (-0.73694, 0.23170, -0.89455)
N (-1.76914, 0.88944, -0.06589)
O (-1.41566, 1.26764, 1.02118)
O (-2.87410, 1.06040, -0.53365)
H (0.01354, -0.38421, -0.39902)
H (-0.40620, 1.16337, -1.35357)
H (-1.19968, -0.50103, -1.55568)
C (-3.12920, 4.24593, -0.33514)
N (-3.22548, 4.71765, -1.80298)
O (-4.29936, 4.53847, -2.35714)
O (-2.32881, 5.37701, -2.30101)
H (-2.43585, 3.41442, -0.46151)
H (-4.07451, 3.77211, -0.07062)
H (-2.84770, 5.13378, 0.23105)
O (3.19043, -1.66161, -4.05118)
S (3.25300, -0.99742, -2.74279)
O (2.12200, -0.84017, -1.85640)
C (4.63030, -1.65389, -1.72987)
C (5.38725, -0.47109, -1.14964)
C (5.41178, 0.57345, -2.36396)
C (3.90538, 0.64785, -2.97486)
H (5.17021, -2.19324, -2.50814)
H (4.04941, -2.38425, -1.16663)
H (4.75862, 0.05393, -0.43042)
H (6.42125, -0.73824, -0.93149)
H (5.99610, 0.36912, -3.26113)
H (5.78584, 1.47866, -1.88564)
H (3.77129, 1.14056, -3.93785)
H (3.41053, 1.38971, -2.34807)
O (3.18473, -0.01027, 3.57182)
S (1.72557, -0.20798, 3.61913)
O (0.90087, -0.13334, 2.43153)
C (1.18717, -1.72792, 4.65775)
C (1.30065, -1.25122, 6.12444)
C (0.85352, 0.26811, 6.14846)
C (1.12285, 1.00249, 4.87021)
H (1.75919, -2.60050, 4.34232)
H (0.17624, -1.93876, 4.30895)
H (0.59302, -1.82826, 6.71974)
H (2.27386, -1.39255, 6.59454)
H (1.42845, 0.70780, 6.96346)
H (-0.14232, 0.26338, 6.59161)
H (1.53486, 1.98227, 4.62857)
H (0.14110, 1.25058, 4.46682)
O (0.20487, -4.40615, -1.79554)
S (0.88505, -5.03485, -0.65047)
O (1.87697, -6.24200, -0.60179)
C (1.51092, -3.67558, 0.47416)
C (0.52799, -3.47234, 1.61087)
C (-0.77346, -4.21404, 1.31439)
C (-0.51521, -5.51549, 0.57121)
H (1.46575, -2.84634, -0.23183)
H (2.53863, -3.73980, 0.83164)
H (1.00745, -3.84919, 2.51431)
H (0.17731, -2.44374, 1.69507)
H (-1.43011, -3.46344, 0.87449)
H (-1.44505, -4.56845, 2.09634)
H (-1.24406, -6.10520, 0.01523)
H (0.09764, -6.15907, 1.20233)
O (-0.63652, 4.25915, -5.71226)
S (-1.16585, 2.89992, -5.48349)
O (-2.48654, 2.55716, -5.88597)
C (0.01605, 1.63848, -6.26879)
C (0.55935, 0.91202, -5.05381)
C (0.79015, 1.83254, -3.88534)
C (-0.64346, 2.36199, -3.70643)
H (0.72939, 2.07949, -6.96503)
H (-0.67506, 0.93318, -6.73032)
H (-0.03793, 0.07035, -4.70318)
H (1.43036, 0.29933, -5.28634)
H (1.32942, 2.73957, -4.15843)
H (1.27387, 1.23921, -3.10941)
H (-0.79851, 3.18251, -3.00586)
H (-1.30655, 1.55418, -3.39682)
O (-2.43762, -1.22255, 3.04850)
S (-3.70954, -1.04045, 3.66956)
O (-4.51032, -2.15807, 4.16775)
C (-3.77887, 0.36745, 4.80232)
C (-5.02968, 1.18739, 4.31622)
C (-5.03679, 1.31076, 2.81287)
C (-4.84488, -0.22459, 2.33783)
H (-2.87443, 0.97007, 4.71900)
H (-3.72222, -0.01231, 5.82246)
H (-5.91825, 0.66104, 4.66479)
H (-5.09441, 2.09972, 4.90915)
H (-4.18105, 1.89732, 2.47858)
H (-6.05762, 1.66200, 2.66236)
H (-4.42645, -0.41241, 1.34903)
H (-5.82163, -0.70833, 2.33006)